Below is a cluster of 10 separate species, C36H66N10O12 in total in a non-equilibrium geometry, with properties calculated with the ωB97M-V functional and the def2-TZVPD basis.

Values from the calculation:
* orbital gap: 6.6 eV
* electronic energy: -77846.2010 eV
* largest force on an atom: 0.32186 Eh/bohr
* total charge: 0
* energy relative to the best compared isomer or geometry (same formula, charge and spin): 458.3 kcal per mole
* structure (SMILES): O=[N+]([O-])c1ccccc1.O=[N+]([O-])c1ccccc1.CN(C)C=O.CN(C)C=O.CN(C)C=O.CN(C)C=O.CN(C)C=O.CN(C)C=O.CN(C)C=O.CN(C)C=O
* LUMO: -1.731 eV

Each line ends with the Mulliken charge.
Element x y z (Å)
C (16.497, -50.837, -38.368)  -0.63
O (24.401, -43.986, -36.861)  -0.43
H (14.645, -50.449, -39.330)  0.70
H (20.990, -46.101, -42.293)  0.51
N (19.273, -47.171, -42.618)  0.12
C (33.900, -46.414, -39.732)  -0.07
C (27.969, -45.115, -40.644)  0.10
H (31.002, -50.862, -42.145)  0.26
O (33.867, -45.408, -38.829)  -0.63
H (29.663, -48.928, -35.096)  0.37
O (28.679, -44.995, -37.754)  -0.49
N (30.489, -53.013, -41.620)  0.19
H (19.945, -47.295, -44.598)  0.44
C (25.573, -47.533, -37.885)  -0.11
H (22.097, -48.306, -39.698)  0.63
O (31.315, -52.863, -43.750)  -0.52
H (19.859, -46.978, -33.864)  0.16
H (19.525, -48.413, -33.114)  0.37
H (34.779, -46.655, -40.196)  0.45
H (22.006, -48.496, -34.956)  0.01
H (17.306, -48.269, -42.635)  0.37
H (18.533, -50.552, -37.596)  0.35
H (31.861, -48.346, -41.321)  0.21
C (20.139, -46.578, -41.876)  -0.09
H (24.496, -48.931, -41.112)  0.37
H (21.122, -45.100, -37.880)  0.64
N (32.706, -47.085, -39.877)  0.29
O (18.206, -46.609, -36.124)  -0.53
H (31.024, -51.018, -40.503)  0.16
C (22.306, -44.762, -34.889)  -0.79
C (15.079, -48.693, -38.184)  -0.40
C (30.498, -51.567, -41.432)  -0.89
H (31.499, -46.978, -38.022)  0.44
H (30.891, -47.652, -39.376)  0.33
H (30.371, -53.606, -39.390)  0.20
H (30.356, -43.693, -36.170)  0.15
C (29.425, -47.838, -34.896)  -1.21
H (28.265, -45.327, -34.628)  0.19
C (22.154, -48.905, -33.947)  -0.50
O (27.990, -48.182, -38.975)  -0.58
N (18.516, -47.822, -36.452)  0.90
H (14.055, -48.304, -38.138)  0.36
C (27.086, -42.456, -35.699)  -0.72
H (21.601, -43.859, -34.449)  0.30
C (20.978, -45.019, -36.952)  -0.96
N (27.996, -47.589, -34.802)  0.26
C (15.354, -49.994, -38.858)  -0.72
C (22.584, -47.388, -32.153)  -0.02
H (27.494, -42.164, -34.546)  0.26
H (26.419, -47.221, -37.227)  0.71
H (27.953, -47.251, -42.541)  0.61
H (22.142, -45.774, -34.500)  0.15
C (16.070, -48.051, -37.359)  -0.10
H (27.718, -43.510, -42.707)  0.44
C (17.597, -49.978, -37.705)  -0.10
O (19.994, -46.496, -40.626)  -0.65
N (28.192, -43.248, -36.340)  0.24
N (22.250, -44.609, -36.365)  0.32
H (26.738, -44.749, -43.315)  0.39
H (26.332, -43.136, -35.547)  0.25
C (23.091, -47.541, -38.010)  -0.14
O (27.426, -44.116, -40.299)  -0.61
O (27.209, -49.586, -40.415)  -0.65
H (16.783, -51.872, -38.416)  0.39
H (26.476, -49.139, -35.345)  0.18
H (28.229, -44.546, -43.780)  0.67
H (18.420, -47.367, -44.528)  0.38
C (18.218, -48.103, -42.013)  -0.96
H (23.361, -44.507, -34.553)  0.17
H (19.011, -45.818, -44.262)  0.36
H (16.071, -46.899, -36.893)  0.19
H (33.448, -47.999, -41.723)  0.39
C (17.457, -48.648, -37.109)  -0.01
H (28.897, -53.396, -40.592)  0.32
H (29.365, -47.053, -41.750)  0.13
C (28.740, -46.708, -42.487)  -1.13
H (23.377, -47.997, -32.001)  0.57
C (23.249, -44.187, -37.213)  0.19
H (26.675, -41.497, -36.429)  0.20
C (27.886, -44.237, -37.272)  -0.27
C (19.203, -46.854, -44.051)  -1.13
H (18.602, -48.981, -41.867)  0.45
C (23.073, -48.081, -39.434)  -0.96
H (24.194, -46.914, -36.220)  0.17
C (24.479, -48.370, -40.148)  -0.83
C (31.476, -46.852, -39.109)  -0.97
H (20.031, -47.332, -32.015)  0.39
C (25.759, -48.396, -39.143)  -0.50
N (28.254, -45.291, -42.060)  0.12
H (17.497, -47.712, -41.127)  0.22
O (26.438, -45.921, -34.581)  -0.54
N (27.137, -48.739, -39.575)  1.28
H (28.254, -45.747, -40.063)  0.31
H (29.954, -47.724, -33.994)  0.45
C (29.498, -43.165, -35.653)  -1.13
H (22.933, -44.252, -38.404)  0.13
C (20.268, -47.645, -33.010)  -0.91
H (21.457, -49.919, -33.825)  0.27
H (33.111, -49.336, -40.591)  0.26
H (26.235, -48.081, -33.613)  0.20
H (30.114, -54.748, -40.464)  0.34
C (27.690, -44.479, -43.125)  -1.50
H (23.304, -49.242, -33.856)  0.19
C (24.269, -47.207, -37.353)  0.03
H (27.411, -49.448, -33.907)  0.56
O (19.668, -48.288, -36.451)  -0.35
O (22.259, -46.527, -31.313)  -0.61
N (21.680, -48.001, -32.965)  0.11
H (20.184, -44.264, -36.788)  0.33
H (20.427, -46.048, -36.472)  -0.13
H (22.087, -47.520, -37.677)  0.50
C (30.932, -53.470, -42.815)  0.00
C (29.965, -53.737, -40.514)  -0.80
H (31.003, -54.503, -42.912)  0.38
C (26.905, -48.714, -34.405)  -0.81
H (29.461, -43.405, -34.554)  0.37
C (27.586, -46.280, -34.732)  0.14
H (29.704, -42.154, -35.844)  0.54
H (29.860, -47.536, -35.813)  0.31
C (32.785, -48.288, -40.813)  -0.92
H (31.151, -45.750, -39.234)  0.20
H (29.406, -51.280, -41.460)  0.36
H (29.066, -46.648, -43.448)  0.44
H (26.882, -44.542, -37.363)  0.63



Below is a structure of composition C36H67F6NO16Y in a non-equilibrium geometry, with properties calculated with the ωB97M-V functional and the def2-TZVPD basis.

Values from the calculation:
* orbital gap: 7.2 eV
* electronic energy: -90014.7937 eV
* largest force on an atom: 0.10604 Eh/bohr
* total charge: +1
* LUMO: -4.390 eV

Each line ends with the Mulliken charge.
Element x y z (Å)
F (-2.661, -0.230, -1.336)  -0.19
H (-5.999, 0.993, 0.649)  0.17
H (-7.445, -4.643, -4.267)  0.41
H (-0.156, 2.090, 3.013)  0.21
H (-6.462, -3.360, 0.647)  0.17
H (4.616, -1.081, -1.659)  0.06
H (-7.043, -4.395, -2.581)  0.40
C (2.544, -1.890, 1.651)  2.17
H (-5.606, 0.995, -1.053)  0.21
C (5.051, 0.130, -3.370)  -0.91
H (0.455, -4.440, 2.563)  0.31
C (7.811, 1.381, -0.135)  -0.80
H (-3.113, 3.458, 0.070)  0.48
F (-3.017, -2.368, -1.221)  -0.26
H (2.331, -0.272, -1.353)  0.20
C (5.136, 2.262, 2.412)  0.17
C (-5.865, -2.785, -5.098)  0.75
C (2.831, 3.659, -3.925)  -0.27
H (0.784, 1.572, 1.663)  -0.42
C (-5.724, -1.513, 0.020)  0.29
H (5.384, 1.898, 5.007)  0.31
C (-6.390, 0.731, -0.336)  0.12
H (4.301, 0.726, 1.198)  -0.04
C (-8.412, -2.897, -3.478)  -0.94
C (1.731, 0.572, -1.009)  -0.09
H (-6.745, -2.995, -1.082)  -0.29
F (-5.284, -5.138, 2.004)  -0.29
C (-4.000, -5.005, 2.393)  0.70
C (-6.033, -2.953, -0.266)  -0.11
H (0.132, -0.238, -2.134)  0.53
C (-7.259, -3.877, -3.509)  -0.45
H (0.599, 4.508, 2.589)  0.43
C (-7.655, 1.463, -0.707)  -1.48
H (2.641, 2.582, -3.997)  0.31
C (5.491, -0.658, -2.157)  -0.16
O (-4.664, -2.752, 3.152)  -0.99
C (3.763, -2.648, 1.337)  0.02
O (6.073, 1.595, 2.791)  -0.63
H (2.720, -0.859, 1.352)  -1.14
H (-9.376, -3.357, -3.277)  0.35
C (0.277, 0.203, -1.146)  -0.13
C (3.892, 4.034, -4.918)  -1.31
O (-2.134, 1.199, 2.079)  -0.73
H (-4.308, -2.048, -6.283)  0.35
H (-0.411, 1.054, -1.105)  -0.02
C (3.125, -1.101, 4.031)  -1.21
O (-6.635, -0.688, -0.423)  -0.32
C (0.227, 2.428, 2.049)  0.80
F (-1.483, -1.611, -2.506)  -0.32
O (-6.033, -3.197, -3.839)  -0.25
H (-3.808, 1.799, 0.311)  -0.13
C (2.248, -1.984, 3.156)  -0.14
O (0.012, -0.747, -0.107)  0.02
H (4.955, 4.810, 4.374)  0.30
F (-3.286, -4.833, 1.273)  -0.20
H (-0.691, -3.172, 3.938)  0.26
H (6.190, -1.464, -2.368)  0.41
H (4.224, 0.776, -3.068)  0.01
H (4.385, 2.231, 0.280)  0.25
H (-0.915, -4.164, 1.468)  -0.08
H (4.189, -1.246, 3.843)  0.35
H (4.113, 2.995, 5.609)  0.27
O (-6.648, -3.002, -5.977)  -0.56
C (5.410, 3.841, 4.187)  -0.30
C (2.945, 5.203, -2.130)  0.56
H (-0.724, -2.639, -0.194)  0.10
H (6.455, 3.974, 3.913)  0.35
H (1.927, 3.357, 2.937)  0.30
C (7.394, 0.348, -1.132)  0.64
H (8.857, 1.598, -0.343)  0.39
H (1.731, -2.310, 1.063)  -0.32
C (-2.911, 2.395, 0.135)  -0.82
H (1.578, 3.888, 1.297)  0.07
O (8.135, -0.263, -1.839)  -0.57
C (-1.116, -1.611, -0.130)  0.27
H (7.160, 2.247, -0.199)  0.13
H (7.814, 0.999, 0.886)  0.18
H (-0.730, -5.711, 2.418)  0.39
C (-1.350, -3.966, 3.568)  -0.40
H (3.776, 3.658, -5.938)  0.40
C (1.123, 3.615, 2.252)  -1.18
C (5.167, 2.911, 5.330)  -1.08
H (4.426, 4.825, -0.659)  0.21
H (-8.164, -2.033, -2.852)  0.13
H (3.840, 5.102, -5.179)  0.37
H (-7.932, 1.167, -1.723)  0.33
C (-0.606, -4.632, 2.395)  -0.79
H (2.280, -3.051, 3.392)  0.51
F (-3.643, -6.139, 2.985)  -0.28
O (-1.779, -1.501, 1.032)  0.00
H (1.193, -1.724, 3.311)  -0.14
O (6.054, 0.228, -1.171)  -0.13
O (-2.526, -3.228, 3.189)  -0.16
C (-3.871, -3.801, 3.343)  0.33
C (-4.669, -1.890, -5.266)  -0.98
H (1.974, 1.465, -1.585)  0.10
H (2.647, 5.140, -0.120)  -0.12
C (-1.924, 2.022, 1.191)  1.00
H (-5.125, -3.437, -0.608)  0.40
C (4.263, 1.809, 1.274)  0.98
H (-3.922, -1.962, -4.485)  0.20
O (4.725, 3.392, 2.982)  -0.27
H (-8.498, 1.184, -0.079)  0.34
Y (-3.287, -0.885, 2.605)  1.51
H (-5.038, -0.862, -5.345)  0.29
H (-3.846, -4.168, 4.382)  0.41
H (5.744, 3.221, 6.197)  0.40
H (5.852, 0.763, -3.752)  0.37
O (-4.773, -1.173, 0.705)  -0.13
H (3.794, 6.441, -0.586)  0.40
H (-8.504, -2.433, -4.463)  0.40
H (2.010, 0.704, 0.034)  -0.87
O (2.207, 5.974, -2.667)  -0.56
H (2.923, -1.310, 5.081)  0.46
N (4.724, -3.207, 1.090)  -0.56
C (3.507, 5.403, -0.729)  -0.60
H (3.232, 2.015, 1.590)  -0.62
H (-2.550, 2.073, -0.843)  0.30
H (4.872, 3.800, -4.511)  0.29
O (-0.845, 2.732, 1.142)  -0.26
H (1.826, 4.063, -4.067)  0.42
H (-1.517, -4.611, 4.432)  0.39
O (3.245, 3.981, -2.597)  -0.16
C (-2.063, -1.455, -1.312)  0.08
H (2.871, -0.053, 3.848)  0.13
H (-7.452, 2.530, -0.750)  0.42
H (4.718, -0.542, -4.160)  0.43



Below is a cluster of 6 separate species, C36H67FNO18P2S in total, with properties calculated with the ωB97M-V functional and the def2-TZVPD basis.

Values from the calculation:
* orbital gap: 5.7 eV
* electronic energy: -108896.1500 eV
* largest force on an atom: 0.01533 Eh/bohr
* total charge: -1
* LUMO: 1.962 eV

Each line ends with the Mulliken charge.
Element x y z (Å)
H (3.639, 1.015, -2.925)  -0.59
C (-2.405, 0.577, 4.410)  0.63
O (-3.246, -0.117, -2.862)  -0.17
O (-6.293, 3.148, 4.534)  -0.18
H (-4.182, -3.215, -2.891)  0.38
H (0.088, -0.667, 0.007)  0.04
C (-7.510, 3.400, 5.052)  0.59
C (6.551, -0.554, -2.004)  -0.51
O (2.742, -4.534, 3.243)  -0.32
O (-7.477, 2.340, 0.243)  -0.37
H (-2.860, -1.286, -4.520)  0.31
C (-0.374, -0.315, 3.943)  0.48
H (6.672, 1.102, -0.623)  0.64
C (5.991, -0.639, 0.531)  -0.95
O (-8.496, 2.792, 4.783)  -0.57
P (4.196, -0.772, -4.542)  -0.36
H (-0.196, -1.023, 4.758)  0.16
C (2.039, -5.878, 1.523)  1.45
C (-7.335, 1.035, 0.820)  -0.43
H (-0.151, 5.280, -2.095)  0.36
H (-0.964, -2.448, -1.368)  0.16
C (3.093, 4.006, -1.103)  0.61
C (1.535, -0.204, -1.569)  -0.93
H (0.765, 3.660, 0.311)  -0.03
H (2.543, -0.983, 1.011)  -0.06
C (1.927, -2.900, -2.199)  -0.45
C (-6.465, 3.111, 0.705)  0.65
H (-3.293, -2.184, -1.731)  0.27
O (-7.454, 4.441, 5.911)  -0.38
C (-5.624, 0.245, 2.578)  -1.38
H (-0.875, 5.518, -0.490)  0.39
H (6.708, 1.191, -5.509)  0.26
C (1.408, -4.684, 3.341)  0.61
O (4.033, 3.464, -1.571)  -0.47
C (-6.559, 1.318, 2.090)  1.01
H (-5.422, 4.951, 4.067)  0.28
F (0.756, 1.187, 0.253)  -0.39
O (0.713, -4.086, 4.100)  -0.58
H (4.083, -5.142, 1.799)  0.31
O (3.577, -1.288, -1.679)  -0.25
H (5.861, -1.725, -6.010)  0.48
H (-5.745, 4.188, 7.012)  0.25
O (2.767, -2.867, -3.311)  -0.57
C (-3.864, 1.062, -3.316)  -0.80
H (-8.319, 0.609, 0.994)  0.31
O (1.809, 3.757, -1.444)  -0.33
O (-1.086, 0.811, 4.510)  -0.39
C (6.024, 0.216, -0.758)  0.26
O (0.967, -5.597, 2.450)  -0.36
H (-1.844, -3.275, -4.193)  0.33
H (6.410, -0.082, 1.392)  0.37
C (0.917, 0.112, 3.304)  -1.01
H (-2.054, -4.321, -2.776)  0.42
H (-6.127, -0.723, 2.614)  0.41
C (-2.002, -3.265, -3.098)  -1.01
H (2.282, -3.708, -1.513)  0.07
C (-6.067, 4.765, 6.141)  0.54
N (5.995, -1.873, -2.190)  -0.28
H (4.955, -3.154, -3.886)  0.01
C (-1.413, -0.866, 2.989)  -0.03
C (-0.349, 4.808, -1.131)  -1.54
C (0.515, -3.374, -2.682)  -1.28
H (-1.368, -0.380, 2.011)  0.03
C (6.247, 0.418, -6.142)  -1.19
S (2.159, -2.128, 0.403)  -0.28
H (-4.842, 6.516, 6.265)  0.36
H (7.651, -0.667, -1.861)  0.35
C (-0.773, -2.577, -2.445)  0.54
O (-5.801, 2.482, 1.690)  -0.31
H (-4.416, 3.831, 5.030)  0.35
H (0.782, 1.015, 2.710)  0.23
H (-6.224, 6.532, 7.369)  0.35
H (-0.999, 3.950, -1.299)  0.32
H (2.911, -7.581, 0.567)  0.38
H (-3.877, 1.776, -2.478)  0.19
H (-6.477, 6.807, 5.643)  0.36
H (1.174, -7.419, 0.290)  0.38
H (-4.759, 0.167, 1.919)  0.28
H (-6.771, 0.405, 0.126)  0.28
H (-1.371, -1.946, 2.871)  0.34
H (2.327, 0.536, -1.347)  0.04
H (6.568, -1.567, 0.408)  0.26
H (5.018, 0.605, -0.976)  -0.43
P (4.384, -2.323, -2.840)  -0.01
H (6.949, 0.195, -6.962)  0.39
C (3.250, -5.546, 2.370)  -0.45
H (1.667, 5.777, 1.050)  0.31
H (-7.237, 1.625, 2.888)  -0.08
O (3.143, 4.965, -0.140)  -0.37
H (1.744, 6.401, -0.622)  0.28
H (-0.532, 0.540, -1.169)  0.14
H (6.662, -2.512, -2.588)  0.33
C (0.946, 4.384, -0.486)  0.99
H (1.761, -7.977, 1.862)  0.39
C (4.132, 0.989, -3.902)  -0.23
O (-3.252, 1.235, 4.933)  -0.61
C (5.897, -0.859, -5.324)  -0.30
H (-3.314, 1.513, -4.162)  0.28
C (-5.893, 6.245, 6.372)  -1.44
C (-3.539, -1.265, -3.642)  -0.61
C (2.254, -1.577, -1.363)  2.19
H (3.578, -6.399, 2.971)  0.33
H (1.949, -5.164, 0.700)  -0.44
H (-0.676, -1.573, -2.893)  0.10
H (0.347, -4.386, -2.258)  0.13
H (1.271, -0.678, 2.642)  -0.02
C (0.357, 0.172, -0.642)  -0.22
C (-3.326, -2.534, -2.781)  -0.70
C (1.832, 5.511, 0.009)  -0.49
C (1.964, -7.300, 1.030)  -1.63
H (5.341, 0.864, -6.595)  0.29
H (-4.578, -1.195, -4.021)  0.50
H (-4.909, 0.874, -3.637)  0.35
H (1.278, -0.079, -2.632)  0.44
H (6.446, 0.111, -2.877)  -0.13
H (6.676, -1.057, -4.569)  0.22
H (4.955, -0.919, 0.792)  -0.06
O (-2.646, -0.501, 3.634)  -0.32
H (1.684, 0.302, 4.055)  0.42
H (4.381, -3.436, -1.919)  -0.23
O (-6.198, 4.192, 0.286)  -0.59
H (3.527, 1.591, -4.611)  0.58
H (-5.263, 0.488, 3.575)  0.26
H (5.118, 1.470, -3.821)  0.30
H (0.625, -3.523, -3.773)  0.35
C (-5.419, 4.223, 4.882)  -0.57